1.
# C22H22O5

The molecule C22H22O5 (ωB97M-V with the def2-TZVPD basis set, OMol25).

Summary:
Orbital gap (eV): 8.390
Calculated total energy (Ha): -1227.73874
Charge: 0
HOMO energy (eV): -8.7
Relative energy (zero: lowest compared OMol25 entry of this formula, charge and spin) (kcal/mol): 0.00

Last column: Mulliken charge in e.
CARTESIAN COORDINATES (ANGSTROEM)
C -1.60307 -3.48982 -1.67450  -1.270
C -2.15977 -2.75166 -0.46428  -0.131
C -1.06112 -2.36616 0.53626  -1.337
C -0.06262 -1.42115 -0.06475  0.339
C 1.18229 -1.84099 -0.49068  -0.608
C 2.08108 -0.95368 -1.05810  -0.475
C 1.76698 0.38769 -1.21623  0.178
O 2.69856 1.17716 -1.82057  -0.553
C 3.40488 2.09032 -0.97648  -0.931
C 4.16449 1.34314 0.08728  0.507
C 5.45246 0.88315 -0.15430  -0.481
C 6.12010 0.13371 0.79815  -0.531
C 5.50217 -0.17273 1.99873  -0.435
C 4.21605 0.27639 2.24512  -0.719
C 3.55110 1.02988 1.29414  0.007
C 0.49536 0.85613 -0.80935  0.319
C 0.05743 2.25426 -1.00470  0.653
O 0.74556 3.13562 -1.48631  -0.681
C -1.31187 2.50378 -0.56028  -0.611
C -2.06302 1.53314 -0.00735  0.319
C -3.46712 1.78766 0.44765  0.201
O -3.99640 2.86708 0.38684  -0.604
O -4.02882 0.68027 0.92070  -0.299
C -5.38458 0.77701 1.36335  -0.205
C -6.35542 0.64447 0.19926  -1.132
O -1.64471 0.27534 0.17035  -0.560
C -0.39621 -0.07071 -0.24360  0.837
H -2.40636 -3.76022 -2.35583  0.404
H -1.09560 -4.40148 -1.36591  0.291
H -0.89188 -2.86641 -2.21190  0.291
H -2.88492 -3.38782 0.04736  0.397
H -2.67978 -1.84957 -0.78926  0.189
H -0.54594 -3.26872 0.86908  0.490
H -1.53039 -1.89299 1.40086  0.313
H 1.46069 -2.87704 -0.36965  0.435
H 3.05305 -1.28923 -1.38459  0.503
H 4.07951 2.61119 -1.65795  0.455
H 2.71477 2.81558 -0.53331  0.304
H 5.93077 1.11538 -1.09467  0.382
H 7.12370 -0.21473 0.60244  0.386
H 6.02203 -0.76006 2.74126  0.391
H 3.72954 0.03989 3.18012  0.391
H 2.54756 1.38167 1.49032  0.403
H -1.71711 3.49557 -0.67868  0.538
H -5.52492 1.73881 1.86713  0.322
H -5.50685 -0.04140 2.07541  0.320
H -7.37487 0.65847 0.57335  0.398
H -6.18349 -0.28964 -0.33016  0.285
H -6.22329 1.47347 -0.49175  0.317


2.
# C22H23Br2

A cluster of 2 separate species, C22H23Br2 in total (ωB97M-V with the def2-TZVPD basis set, OMol25).

Summary:
Orbital gap (eV): 5.628
Calculated total energy (Ha): -5999.82591
Charge: +1
HOMO energy (eV): -11.5
Relative energy (zero: lowest compared OMol25 entry of this formula, charge and spin) (kcal/mol): 14.41

Last column: Mulliken charge in e.
CARTESIAN COORDINATES (ANGSTROEM)
C 3.90101 3.15287 0.25690  -1.178
C 3.71840 1.85610 0.06235  1.168
C 3.44648 0.95392 1.21018  -1.137
C 3.70311 1.28234 -1.32483  -1.559
C 2.32947 1.25853 -1.93085  1.272
C 1.83748 2.47392 -2.62886  -1.339
C 1.54098 0.20674 -1.78259  -1.279
H 4.07499 3.81858 -0.56504  0.276
H 3.87641 3.57922 1.24092  0.349
H 3.32544 -0.07885 0.87972  0.317
H 4.27000 0.97747 1.92565  0.433
H 2.53285 1.25108 1.72809  0.080
H 4.37918 1.85906 -1.96580  0.501
H 4.11318 0.26634 -1.30792  0.409
H 2.61916 3.23153 -2.70045  0.363
H 1.51779 2.23420 -3.64408  0.401
H 0.99154 2.91189 -2.09570  0.233
H 0.54110 0.20025 -2.17162  0.401
H 1.87049 -0.66717 -1.25580  0.344
Br -4.10343 -7.48058 1.09532  -0.102
C -3.05980 -5.92703 0.83296  0.044
C -1.68214 -5.98139 0.92241  -0.523
C -0.93125 -4.83039 0.82843  -0.479
C -1.55119 -3.58399 0.63723  0.857
C -0.77623 -2.38195 0.68938  -0.376
C -1.29670 -1.12849 0.43286  -0.047
C -0.68399 0.06709 0.74340  -0.260
C -1.29289 1.34342 0.51991  0.928
C -0.92842 2.44392 1.31288  -0.482
C -1.57159 3.65134 1.16522  -0.590
C -2.56503 3.80575 0.21753  0.035
Br -3.42020 5.47911 -0.00422  -0.105
C -2.92728 2.74106 -0.58385  -0.744
C -2.30992 1.52046 -0.43591  -0.268
C -2.95284 -3.56247 0.49129  -0.457
C -3.68944 -4.72154 0.59663  -0.693
H -1.20477 -6.93245 1.08268  0.436
H 0.14253 -4.87126 0.89585  0.406
H 0.23905 -2.45285 1.04535  0.439
H -2.28668 -1.07103 0.01908  0.098
H 0.25976 0.04343 1.25774  0.285
H -0.17751 2.31482 2.07387  0.406
H -1.31451 4.48903 1.78998  0.457
H -3.69063 2.88198 -1.33110  0.447
H -2.58648 0.70317 -1.07866  0.467
H -3.46316 -2.62931 0.33173  0.325
H -4.76433 -4.69785 0.52172  0.438